{"formula": "C26H78N6O9P2S7", "method": "ωB97M-V/def2-TZVPD", "gap_ev": [7.603, 2.842], "homo_ev": [-9.5, -9.5], "charge": 1, "spin_multiplicity": 2, "total_energy_ha": -5512.51499, "symbols": ["O", "P", "N", "C", "C", "N", "C", "C", "N", "C", "C", "H", "H", "H", "H", "H", "H", "H", "H", "H", "H", "H", "H", "H", "H", "H", "H", "H", "H", "O", "P", "N", "C", "C", "N", "C", "C", "N", "C", "C", "H", "H", "H", "H", "H", "H", "H", "H", "H", "H", "H", "H", "H", "H", "H", "H", "H", "H", "C", "S", "O", "C", "H", "H", "H", "H", "H", "H", "C", "S", "O", "C", "H", "H", "H", "H", "H", "H", "C", "S", "O", "C", "H", "H", "H", "H", "H", "H", "C", "S", "O", "C", "H", "H", "H", "H", "H", "H", "C", "S", "O", "C", "H", "H", "H", "H", "H", "H", "C", "S", "O", "C", "H", "H", "H", "H", "H", "H", "C", "S", "O", "C", "H", "H", "H", "H", "H", "H"], "coordinates": [[14.636920, -3.595620, -25.268680], [15.267370, -4.905400, -24.974450], [14.194630, -6.066350, -24.200210], [13.722210, -7.359950, -24.812980], [13.248000, -5.672700, -23.179220], [16.532150, -4.614530, -23.819460], [17.008690, -5.721620, -22.846670], [17.624230, -3.577390, -24.018420], [16.126410, -5.585190, -26.265850], [16.944960, -6.859030, -26.287120], [15.789910, -4.966710, -27.569260], [14.254340, -7.761160, -25.675510], [12.766230, -7.223460, -25.318520], [13.429650, -8.142330, -24.112710], [13.705700, -5.224860, -22.297150], [12.679690, -6.556050, -22.887990], [12.662610, -4.850680, -23.591180], [16.416030, -5.692740, -21.932330], [16.812920, -6.758350, -23.120480], [18.038840, -5.640270, -22.499860], [17.737030, -3.065050, -23.062970], [18.550290, -4.117170, -24.216260], [17.558190, -3.065670, -24.978570], [16.383670, -7.783220, -26.424750], [17.735880, -6.757230, -27.030220], [17.455090, -7.022720, -25.337880], [15.213000, -5.665520, -28.175010], [16.714890, -4.805330, -28.122860], [15.277250, -4.010210, -27.671250], [7.667900, 1.380260, -24.228290], [7.347430, 1.115420, -22.795790], [8.426070, 1.943970, -21.804750], [8.648490, 1.439030, -20.380840], [9.382360, 2.981200, -22.190630], [7.551810, -0.553300, -22.269890], [8.387430, -1.516160, -23.026430], [7.008080, -1.173950, -20.990440], [5.823920, 1.623960, -22.228850], [5.590080, 1.984710, -20.858080], [4.566530, 1.220970, -22.827850], [7.898760, 1.784630, -19.669110], [9.512410, 1.897030, -19.899200], [8.946870, 0.391910, -20.329680], [9.853250, 3.310470, -21.264380], [8.785690, 3.754670, -22.674200], [10.061410, 2.553520, -22.928250], [8.908120, -2.201140, -22.357270], [7.592160, -2.128560, -23.451420], [8.928820, -1.024270, -23.834540], [6.170640, -0.533440, -20.713750], [6.550680, -2.148430, -21.161540], [7.782490, -1.316630, -20.236760], [6.293130, 2.817030, -20.825230], [4.568060, 2.351020, -20.761200], [5.611290, 1.100170, -20.221510], [4.454650, 0.173200, -22.548970], [4.572070, 1.306080, -23.914510], [3.667850, 1.599160, -22.340570], [12.740230, -5.410830, -19.133630], [10.960250, -5.939610, -19.432540], [10.181430, -5.531250, -18.193250], [10.393360, -4.600790, -20.618770], [13.194110, -6.191600, -18.523300], [12.832770, -4.406060, -18.721360], [13.200510, -5.431550, -20.121460], [10.627540, -3.700770, -20.050250], [9.323270, -4.700040, -20.800880], [10.997890, -4.431930, -21.509900], [5.968660, -9.324940, -15.273310], [6.644660, -8.860200, -16.949410], [5.916230, -7.724300, -17.569190], [8.114910, -7.918800, -16.340320], [5.815270, -8.447640, -14.644880], [6.662560, -10.063280, -14.871490], [4.937520, -9.676430, -15.309510], [8.771940, -7.557580, -17.131480], [8.645540, -8.651240, -15.731990], [7.774680, -7.132560, -15.666390], [6.305770, -4.429640, -18.371740], [4.992730, -3.133110, -18.269200], [4.383120, -2.989000, -19.657650], [3.932280, -4.249620, -17.288380], [6.130330, -5.390970, -18.854620], [6.535920, -4.544800, -17.312550], [7.085600, -3.942250, -18.956900], [3.984440, -5.287750, -17.616500], [2.873260, -3.991600, -17.285550], [4.217430, -4.252350, -16.236350], [11.794060, 0.235050, -21.349180], [13.206240, -0.967500, -20.853360], [12.541900, -2.240130, -21.185270], [14.350370, -0.678430, -22.286940], [10.868180, 0.004490, -20.822220], [11.489840, -0.060780, -22.353180], [12.039440, 1.296790, -21.373760], [14.483890, 0.387640, -22.470680], [13.978960, -1.193530, -23.172850], [15.280590, -1.212180, -22.092270], [14.471230, -0.694330, -16.951900], [14.606790, -2.253160, -17.974680], [15.716890, -2.126920, -19.010700], [15.206610, -3.502910, -16.739070], [15.387430, -0.135230, -16.761940], [14.137220, -1.053260, -15.978400], [13.804030, 0.045480, -17.394200], [16.154380, -3.201710, -16.292850], [15.378820, -4.257470, -17.506590], [14.508680, -3.943040, -16.026840], [12.316260, -8.449040, -14.630570], [13.172670, -7.917110, -16.263070], [13.426730, -6.415890, -16.051250], [14.864700, -8.730040, -15.907990], [12.991760, -8.279150, -13.792150], [12.073340, -9.511190, -14.660910], [11.372150, -7.910560, -14.548230], [15.213650, -8.215740, -15.012550], [15.623090, -8.495840, -16.655040], [14.718860, -9.780950, -15.658140], [14.552270, -8.716240, -20.914680], [16.248990, -9.441540, -20.848280], [16.895100, -9.499760, -22.184340], [16.832360, -8.078930, -19.730000], [14.440330, -7.632000, -20.915650], [13.927220, -8.951490, -20.053250], [14.055970, -9.044720, -21.827860], [16.152840, -7.264760, -19.478030], [17.628600, -7.490860, -20.186370], [17.265120, -8.579880, -18.864050]], "forces_ev_per_a": [[-0.05, -0.78, -0.33], [1.65, -0.48, 2.08], [1.65, -1.35, -1.45], [-0.63, 1.06, -1.11], [0.37, 1.21, -0.17], [0.48, -1.66, 0.94], [-1.53, 0.72, -0.16], [-0.64, -2.32, -0.41], [-1.24, 0.35, 0.10], [-0.44, 1.24, 0.58], [0.67, -1.24, -1.23], [0.96, 0.13, 0.60], [-0.53, 0.67, 0.02], [0.96, 0.06, 0.48], [0.39, -0.19, 0.12], [-0.24, 0.33, 0.02], [-0.80, -0.18, 0.15], [-0.18, 0.56, 0.30], [0.25, 0.07, -0.90], [0.10, 0.36, -0.62], [-0.07, 0.73, -0.54], [0.29, -0.30, 0.41], [-0.84, 0.80, 0.57], [-0.32, 0.19, -0.49], [-0.25, 0.01, -0.18], [-0.09, 0.46, 0.16], [-0.16, -0.15, -0.14], [0.28, -0.13, 0.02], [-0.08, -0.12, 1.30], [-0.75, -1.30, 1.75], [-0.44, 3.34, -0.38], [-0.40, -2.32, 2.83], [0.52, 0.78, -0.24], [-0.87, -0.42, -1.06], [1.08, -1.78, 1.07], [-1.50, 0.79, -0.03], [-0.82, 1.17, -1.42], [0.62, -0.72, -1.57], [0.30, 0.76, -0.20], [0.03, -2.18, -0.72], [-0.61, -0.72, -0.34], [0.37, 0.39, -0.77], [-0.77, 0.04, 0.03], [0.13, 0.20, -0.53], [0.47, 0.36, 0.05], [0.40, 0.37, 0.15], [0.43, 0.42, 0.05], [0.02, -0.41, -0.59], [0.18, -0.15, 0.30], [0.43, -0.21, 0.59], [0.15, -0.16, -0.56], [0.06, 0.38, -0.07], [-0.05, -0.16, 1.94], [0.24, 0.31, -0.11], [0.58, 0.57, 0.71], [-0.31, -0.62, -0.54], [-0.18, 0.16, 0.15], [0.44, 1.00, -0.33], [-0.97, -0.42, -1.06], [-0.16, 1.68, 0.75], [0.51, -0.73, -0.81], [1.26, 0.27, 0.72], [-0.20, 0.27, 0.20], [-0.31, -0.17, 0.15], [0.10, 0.06, -0.09], [-0.39, 0.08, 0.26], [0.18, -0.30, 0.06], [-0.08, -0.69, -0.25], [-0.28, 0.91, -0.49], [0.95, 1.12, 0.58], [-1.18, -0.09, -0.17], [-0.17, -1.58, 0.88], [0.81, 0.22, 0.09], [-0.19, 0.08, 0.15], [0.22, -0.64, -0.70], [-0.43, 0.01, -0.17], [0.44, 0.06, 0.11], [-0.16, 0.10, -0.32], [0.05, 1.28, -0.05], [-0.69, -2.02, -1.32], [0.63, 0.22, 1.14], [-0.73, -0.33, 0.44], [-0.87, 0.14, 0.22], [0.63, -0.23, -0.19], [0.43, 0.00, 0.45], [0.29, 0.12, -0.36], [0.13, 0.54, -0.36], [0.39, 0.27, -0.02], [0.59, -0.57, -0.73], [-0.73, 1.49, -1.46], [-0.32, -1.27, 0.32], [-0.37, -0.20, 0.31], [0.61, 0.04, 0.86], [0.58, -0.08, -0.40], [0.07, -0.05, 0.35], [0.19, -0.09, 0.11], [-0.62, 0.16, 0.06], [0.09, 0.36, 0.52], [0.53, -0.49, 0.19], [0.57, 0.76, -0.06], [-1.08, -0.05, 1.32], [0.25, 0.38, -1.13], [0.47, -0.53, -0.30], [-0.41, 0.16, -0.05], [-0.33, -0.52, -0.15], [-0.10, 0.07, -0.04], [0.36, -0.38, 0.29], [-0.30, 0.53, -0.10], [0.62, -0.34, -1.13], [1.03, 1.28, 2.15], [-0.25, -1.97, -0.55], [-1.12, 0.83, 0.76], [-0.05, 0.32, -0.17], [0.13, -0.09, -0.23], [0.31, 0.30, -0.13], [-0.20, 0.03, 0.17], [-0.53, -0.32, -0.44], [0.14, -0.03, -0.43], [-0.63, 0.46, -0.68], [-0.91, 0.29, 0.90], [-0.35, 0.93, 0.43], [1.03, 0.33, -0.43], [0.87, 0.28, -0.34], [0.35, -0.83, 0.16], [0.07, -0.41, 0.08], [-0.65, -0.61, 0.16], [0.38, -0.50, -0.40], [-0.18, 0.18, 0.10]]}



{"formula": "C24H22N4O2", "method": "ωB97M-V/def2-TZVPD", "gap_ev": 8.045, "homo_ev": -8.0, "smiles": "COc1cc2c(cc1OC)CN(c1nc(-c3cccnc3)nc3ccccc13)CC2", "total_energy_ha": -1297.27478, "relative_energy_kcal_mol": 18.9, "symbols": ["C", "O", "C", "C", "C", "C", "C", "C", "O", "C", "C", "N", "C", "N", "C", "C", "C", "C", "C", "N", "C", "N", "C", "C", "C", "C", "C", "C", "C", "C", "H", "H", "H", "H", "H", "H", "H", "H", "H", "H", "H", "H", "H", "H", "H", "H", "H", "H", "H", "H", "H", "H"], "coordinates": [[-2.300252, 4.239157, -2.768238], [-1.271735, 3.401910, -3.230615], [-1.216953, 2.124630, -2.759866], [-2.105856, 1.565915, -1.862454], [-1.972398, 0.245251, -1.434231], [-0.928200, -0.519998, -1.920048], [-0.024472, 0.032219, -2.824825], [-0.147228, 1.340705, -3.249584], [0.696788, 1.968807, -4.115540], [1.800165, 1.250629, -4.605538], [-0.758758, -1.941447, -1.454964], [-1.357953, -2.159977, -0.149569], [-0.604962, -1.722602, 0.915853], [0.467914, -1.011933, 0.642325], [1.177573, -0.487624, 1.654032], [2.318743, 0.344131, 1.264509], [2.442841, 0.819914, -0.039813], [3.533773, 1.608034, -0.358757], [4.456740, 1.891351, 0.638157], [4.348886, 1.444591, 1.879336], [3.308667, 0.693086, 2.183663], [0.898961, -0.614580, 2.927528], [-0.122815, -1.433176, 3.255254], [-0.384920, -1.679217, 4.617276], [-1.356762, -2.571017, 4.980129], [-2.081934, -3.268312, 4.004995], [-1.867615, -3.028258, 2.672422], [-0.919316, -2.075351, 2.268189], [-2.766366, -1.805473, -0.182457], [-2.932211, -0.296552, -0.406139], [-2.248351, 4.382390, -1.683534], [-3.289063, 3.850566, -3.035562], [-2.144987, 5.195922, -3.264302], [-2.923051, 2.149887, -1.468396], [0.783200, -0.587535, -3.181673], [2.339501, 1.944173, -5.248861], [1.488269, 0.381230, -5.194546], [2.460135, 0.919887, -3.796062], [0.300131, -2.194952, -1.394095], [-1.245204, -2.631550, -2.155437], [1.681642, 0.576658, -0.766554], [3.662922, 2.004340, -1.354806], [5.324545, 2.507306, 0.439296], [3.246084, 0.342229, 3.204340], [0.218422, -1.163886, 5.347630], [-1.553276, -2.764619, 6.024613], [-2.808145, -4.007413, 4.309987], [-2.395114, -3.604190, 1.926789], [-3.256058, -2.087559, 0.748708], [-3.224255, -2.365005, -1.002639], [-3.961916, -0.080640, -0.700702], [-2.745645, 0.222677, 0.540904]], "forces_ev_per_a": [[-0.18, 0.13, 0.09], [0.27, -0.36, -0.06], [0.05, 0.11, -0.08], [0.11, 0.19, -0.16], [0.14, -0.20, -0.10], [-0.26, 0.13, 0.09], [0.01, 0.17, -0.17], [0.03, 0.09, -0.07], [-0.36, 0.10, 0.23], [0.16, -0.12, -0.09], [0.14, -0.11, -0.20], [0.13, -0.44, -0.11], [0.47, 0.11, 0.15], [-0.42, -0.21, -0.25], [-0.37, -0.20, 0.65], [0.48, 0.35, -0.22], [0.05, -0.04, 0.23], [0.01, 0.01, 0.08], [-0.01, 0.08, -0.32], [0.41, 0.15, 0.31], [-0.39, -0.23, -0.02], [0.51, 0.34, -0.05], [-0.45, -0.33, -0.38], [-0.14, -0.12, 0.09], [0.19, 0.17, 0.07], [-0.17, -0.12, -0.28], [-0.14, -0.14, 0.09], [0.31, 0.39, 0.32], [-0.44, 0.31, 0.13], [0.05, -0.15, 0.06], [-0.01, -0.02, -0.04], [0.04, 0.00, 0.02], [-0.05, -0.05, 0.06], [-0.08, 0.14, 0.01], [0.16, -0.02, -0.08], [0.00, -0.09, 0.04], [0.01, 0.02, 0.04], [-0.03, -0.01, -0.02], [-0.11, 0.00, -0.10], [0.07, 0.02, 0.09], [-0.03, -0.01, -0.07], [0.02, 0.05, -0.07], [0.04, 0.05, -0.11], [-0.07, -0.06, 0.05], [0.06, 0.07, 0.07], [0.01, 0.00, 0.08], [-0.04, -0.06, -0.01], [-0.07, -0.02, -0.05], [-0.01, -0.04, -0.13], [0.00, -0.01, 0.10], [-0.01, 0.02, 0.06], [-0.09, -0.02, 0.02]]}



{"formula": "C6H13N4S", "method": "ωB97M-V/def2-TZVPD", "gap_ev": 8.779, "homo_ev": -12.4, "charge": 1, "smiles": "CSC1=N[C@@](C)([NH3+])[C@@H](N)C=N1", "total_energy_ha": -853.29651, "relative_energy_kcal_mol": 54.7, "symbols": ["C", "S", "C", "N", "C", "C", "N", "C", "N", "C", "N", "H", "H", "H", "H", "H", "H", "H", "H", "H", "H", "H", "H", "H"], "coordinates": [[-3.279121, -1.591982, -0.523807], [-3.486354, 0.142789, 0.176713], [-1.737979, 0.409955, 0.369771], [-0.855178, -0.488679, 0.061561], [0.820678, 0.211949, 0.305750], [1.355593, -0.345607, 1.669015], [1.406408, -0.599518, -0.838394], [0.803608, 1.659509, -0.007381], [0.749515, 1.843148, -1.426316], [-0.429255, 2.275717, 0.582585], [-1.567234, 1.788569, 0.736859], [-2.333018, -1.781190, -0.741936], [-3.988207, -1.750803, -1.299708], [-3.618451, -2.298327, 0.316752], [0.528346, -0.975632, 2.024515], [1.408362, 0.462782, 2.424310], [2.288318, -1.034000, 1.496743], [1.981582, -1.254501, -0.418699], [0.661612, -0.963376, -1.337906], [1.992674, -0.168381, -1.582899], [1.667877, 2.274006, 0.356064], [0.930661, 2.806521, -1.704203], [-0.179697, 1.697173, -1.683202], [-0.357578, 3.328259, 0.803229]], "forces_ev_per_a": [[-5.22, 0.28, 3.76], [1.74, -1.39, -0.61], [-0.59, -0.42, -0.85], [2.69, 3.07, 1.30], [-2.24, -2.52, -0.05], [-0.39, -0.43, -1.07], [1.57, 2.71, -0.16], [0.75, 1.05, 0.77], [1.29, 0.79, -0.86], [0.43, 1.30, 0.47], [-0.63, -1.45, 0.27], [3.89, -0.63, -1.21], [-0.33, 0.15, -0.87], [0.66, 0.97, -1.15], [0.49, -0.18, 0.00], [0.73, -0.48, -0.53], [-1.48, 1.70, 0.78], [1.07, -2.37, 0.78], [-2.14, -1.61, -0.99], [-0.44, 0.81, 0.90], [-0.41, -1.05, 0.09], [0.27, -0.19, 0.17], [-1.90, -0.51, -1.05], [0.19, 0.43, 0.11]]}